i | Formula: C6H14NS
Source: the OMol25 dataset
Level of theory: the ωB97M-V functional and the def2-TZVPD basis

Structure (XYZ):
```
22
Properties=species:S:1:pos:R:3:mulliken_charge:R:1
C -2.37 1.27 -0.06 -1.034
C -1.31 2.09 -0.79 -0.063
C 0.08 3.49 0.42 -0.160
N -1.07 3.33 -0.08 -0.531
H -2.51 0.30 -0.55 0.274
H -2.02 1.08 0.96 0.228
H -3.36 1.74 -0.09 0.339
H -1.69 2.32 -1.79 0.316
H -0.41 1.47 -0.86 0.111
H 0.88 2.75 0.38 0.152
H 0.21 4.40 1.00 0.274
C 1.50 -2.41 -1.12 -1.098
C 1.63 -2.68 0.38 -0.398
C 0.62 -1.87 1.24 -0.754
S 0.85 -0.05 1.03 -0.591
H 0.52 -2.67 -1.53 0.278
H 2.28 -2.88 -1.73 0.322
H 1.59 -1.33 -1.28 0.277
H 1.62 -3.77 0.52 0.349
H 2.60 -2.30 0.72 0.214
H 0.76 -2.16 2.29 0.248
H -0.40 -2.14 0.95 0.246
```

The charge is -1.

---

ii | Formula: C6H14NS
Source: the OMol25 dataset
Level of theory: the ωB97M-V functional and the def2-TZVPD basis

Structure (XYZ):
```
22
Properties=species:S:1:pos:R:3:mulliken_charge:R:1
C 2.54 0.05 -0.04 -1.337
C 1.64 -0.89 0.74 0.177
C 1.27 -3.16 0.44 -0.324
N 1.22 -2.02 -0.10 -0.430
H 2.83 0.91 0.57 0.290
H 3.46 -0.46 -0.35 0.428
H 2.01 0.42 -0.91 0.245
H 0.76 -0.32 1.05 -0.156
H 2.18 -1.29 1.61 0.480
H 1.62 -3.37 1.45 0.238
H 0.94 -4.03 -0.14 0.259
C -2.20 1.39 -1.63 -1.148
C -2.03 0.65 -0.30 -0.143
C -1.52 1.60 0.82 -0.926
S 0.14 2.23 0.57 -0.589
H -3.17 1.89 -1.73 0.308
H -2.09 0.71 -2.49 0.333
H -1.42 2.15 -1.70 0.281
H -2.98 0.20 0.00 0.318
H -1.30 -0.15 -0.43 0.066
H -1.69 1.06 1.76 0.322
H -2.25 2.42 0.83 0.306
```

The charge is -1.

---

In terms of stability, i leads; the second structure lies 0.165 eV higher.

---

i | Formula: C12H14N
Source: the OMol25 dataset
Level of theory: the ωB97M-V functional and the def2-TZVPD basis

Structure (XYZ):
```
27
Properties=species:S:1:pos:R:3:mulliken_charge:R:1
C 0.00 1.52 -3.33 -0.752
C 0.36 1.87 -2.11 1.086
C -0.50 0.34 -3.65 -0.424
C -0.68 -0.67 -2.54 -0.285
C 0.43 1.52 -0.91 -0.166
C -0.41 -0.54 -1.29 -0.781
C 0.26 0.25 0.98 0.738
C -0.30 -0.87 0.13 2.066
C 0.43 0.08 2.44 -2.142
C 0.65 -2.09 0.26 -1.628
C -1.71 -1.24 0.64 -1.616
C 1.12 2.53 1.12 -0.983
N 0.60 1.39 0.41 -0.039
H -0.81 0.03 -4.63 0.386
H -1.09 -1.57 -2.98 0.456
H -0.09 0.87 2.99 0.508
H 1.48 0.12 2.71 0.504
H 0.04 -0.87 2.78 0.412
H 0.81 -2.37 1.29 0.403
H 1.61 -1.87 -0.20 0.428
H 0.21 -2.94 -0.26 0.439
H -1.69 -1.55 1.68 0.391
H -2.10 -2.06 0.04 0.453
H -2.38 -0.39 0.53 0.421
H 0.30 3.20 1.40 0.356
H 1.80 3.08 0.47 0.348
H 1.66 2.23 2.03 0.420
```

The charge is +1.

---

ii | Formula: C12H14N
Source: the OMol25 dataset
Level of theory: the ωB97M-V functional and the def2-TZVPD basis

Structure (XYZ):
```
27
Properties=species:S:1:pos:R:3:mulliken_charge:R:1
C 2.21 -1.51 -0.64 0.320
C 0.89 -1.23 -1.25 -0.256
C 2.83 -0.75 0.17 0.222
C 0.04 -0.28 -1.12 1.182
C 2.31 -2.74 -1.41 -0.732
C 1.01 -2.64 -1.75 -0.647
C -1.34 1.96 -1.31 -0.981
C 2.95 0.02 1.24 -0.688
C -0.76 0.68 -0.91 -0.093
C -1.96 1.11 -0.20 1.129
C -1.87 1.75 1.17 -1.351
C -3.17 0.41 -0.86 -1.474
N 2.19 -0.41 2.45 -0.309
H 3.25 -3.38 -1.46 0.396
H 0.24 -3.11 -2.39 0.438
H -0.75 2.90 -0.98 0.193
H -1.86 2.07 -2.27 0.220
H 3.95 0.49 1.50 0.287
H -1.17 2.48 1.15 0.387
H -1.49 1.02 1.99 0.161
H -2.86 2.13 1.61 0.378
H -2.81 -0.57 -1.09 0.317
H -3.61 0.86 -1.72 0.364
H -4.03 0.34 -0.21 0.402
H 1.87 -1.44 2.45 0.403
H 1.28 0.11 2.44 0.314
H 2.66 -0.27 3.40 0.417
```

The charge is +1.

---

In terms of stability, i leads; the second structure lies 1.284 eV higher.